This record from the Open Molecules 2025 dataset describes 2 unconnected molecules or ions with the total composition C6H14N2O4S. The level of theory is ωB97M-V/def2-TZVPD.

The geometry in XYZ format:
```
27
Properties=species:S:1:pos:R:3:forces:R:3
C 1.01338 1.73284 1.05140 -0.05 0.06 -0.05
C 1.42085 0.43711 0.35846 0.49 0.06 0.60
C 2.23227 2.64422 1.20562 0.09 0.06 0.01
C -1.04774 -1.13718 -0.80095 0.12 -0.06 -0.22
C -1.36906 -0.65013 -2.21465 0.20 -0.25 -0.14
C -0.84085 -2.65322 -0.83186 -0.04 0.02 -0.02
H -0.43168 0.91481 2.21736 0.08 0.04 0.09
H 1.02246 0.96024 2.91721 -0.11 0.10 -0.02
H 0.28965 2.23232 0.39360 0.09 -0.06 0.04
H 1.92458 3.57221 1.69525 0.04 -0.15 -0.09
H 2.68037 2.87532 0.23639 -0.06 -0.03 0.13
H 2.99366 2.16442 1.83300 -0.13 0.05 -0.09
H 2.08718 -0.23083 -1.25456 0.06 0.12 -0.07
H -2.02836 0.23619 0.34451 -0.06 -0.07 -0.02
H -2.94086 -1.04653 -0.05362 0.07 0.01 0.10
H -0.08581 -0.67498 -0.54335 -0.71 -0.42 -0.32
H -1.79622 -3.15121 -1.03006 0.09 0.06 0.01
H -0.16143 -2.91153 -1.64641 -0.07 0.02 0.11
H -0.93789 -2.60451 1.51127 0.10 -0.06 -0.05
H -2.38986 0.59072 -3.16200 -0.02 0.01 0.10
N 0.38606 1.50760 2.33998 -0.01 -0.23 -0.05
N -2.00376 -0.77117 0.22869 -0.11 0.17 -0.08
O 1.39251 -0.66012 0.86339 0.42 0.77 -0.08
O 1.83928 0.64221 -0.90638 -0.06 -0.19 -0.03
O -0.85119 -1.06965 -3.22253 -0.18 0.22 0.40
O -2.28711 0.33652 -2.22992 0.02 0.03 -0.22
S -0.11040 -3.28565 0.70014 -0.25 -0.28 -0.02
```
Positions in Å, forces in eV/Å.

Energy relative to the best compared isomer or geometry (same formula, charge and spin): 0.0 kcal per mole
E_tot: -1045.710554 a.u.
Structure (SMILES): N[C@@H](CS)C(=O)O.C[C@H](N)C(=O)O

=====

This record from the Open Molecules 2025 dataset describes 2 unconnected molecules or ions with the total composition C4H6OS in a non-equilibrium geometry. The level of theory is ωB97M-V/def2-TZVPD.

The geometry in XYZ format:
```
12
Properties=species:S:1:pos:R:3:forces:R:3
C 0.09473 1.16994 -2.06044 -0.14 -1.90 -0.67
C -0.69599 1.13657 -1.01349 1.51 -0.02 1.34
C -0.07985 -0.33746 1.05806 -0.84 4.21 -1.04
C 0.24194 -1.65116 0.70545 -1.22 -3.27 -0.38
O 0.20804 0.93247 3.29936 -0.26 0.28 -0.52
S -0.20302 1.03336 1.87254 0.58 -1.64 0.62
H -0.01979 1.76832 -2.96918 -0.15 0.53 0.57
H 0.77403 0.30944 -2.29034 -0.43 0.64 0.53
H -1.22221 1.85493 -0.40622 -0.56 -0.04 -0.48
H 0.19862 -1.77233 -0.39574 -0.16 -0.11 0.52
H -0.48750 -2.39959 1.19549 0.73 1.08 -0.89
H 1.19098 -2.04449 1.00452 0.95 0.24 0.41
```
Positions in Å, forces in eV/Å.

Energy relative to the best compared isomer or geometry (same formula, charge and spin): 154.6 kcal per mole
E_tot: -629.200848 a.u.

=====

This record from the Open Molecules 2025 dataset describes a molecular structure, C53H68N6OReSSb in a non-equilibrium geometry. The level of theory is ωB97M-V/def2-TZVPD.

The geometry in XYZ format:
```
131
Properties=species:S:1:pos:R:3:forces:R:3
Re -0.20994 -0.72525 -1.39418 1.07 0.75 0.90
C -4.18792 -3.07641 11.49745 0.21 -0.55 0.24
O -4.50354 -1.97992 10.66771 -0.35 0.54 0.37
C -4.18113 -1.95094 9.39449 0.26 0.16 -1.16
C -3.54281 -2.98960 8.68207 -0.33 0.28 0.68
C -3.27093 -2.82662 7.34955 -0.10 0.62 -0.51
C -3.59593 -1.63406 6.67269 -0.14 -0.16 0.61
C -4.23363 -0.60133 7.38424 0.26 -0.43 -0.17
C -4.51900 -0.75339 8.71286 0.07 -0.40 0.39
C -3.22101 -1.52564 5.29232 -0.03 -0.10 0.04
N -2.51830 -2.45012 4.66018 0.15 -0.38 -0.06
C -2.32487 -1.99127 3.41581 -0.51 0.98 0.04
C -2.93815 -0.73192 3.25244 0.63 -0.64 -0.62
N -3.50700 -0.46712 4.46009 -0.17 0.03 0.24
C -2.87176 -0.01170 2.03173 0.35 -0.35 0.17
C -3.58005 1.15863 1.72616 0.20 0.07 -0.48
C -3.39904 1.74036 0.48988 -0.10 -0.14 0.42
C -2.45260 1.21555 -0.38036 0.07 0.23 -0.45
N -1.73389 0.12555 -0.11696 -0.08 -0.16 -0.24
C -2.00860 -0.54641 1.03561 -0.18 -0.29 0.39
C -1.44571 -1.85700 1.17653 -0.25 0.12 0.44
N -0.78631 -2.34751 0.10469 0.44 0.55 -0.67
C -0.39893 -3.61273 0.13689 0.12 -0.33 -0.18
C -0.56137 -4.43913 1.24480 -0.18 0.10 0.24
C -1.15950 -3.93663 2.37931 0.15 -0.04 -0.33
C -1.63722 -2.62350 2.34592 -0.03 0.54 -0.37
H -4.54569 -2.80842 12.48990 0.06 -0.06 -0.12
H -3.10873 -3.24579 11.52903 -0.03 0.04 0.01
H -4.68741 -3.98917 11.16316 -0.03 0.07 -0.02
H -3.26848 -3.90841 9.17608 -0.03 -0.06 0.06
H -2.79762 -3.61195 6.78487 0.09 -0.14 0.02
H -4.49255 0.32621 6.89849 -0.07 0.20 -0.04
H -4.99330 0.03144 9.28233 -0.06 0.03 0.02
H -4.02480 0.35683 4.71885 0.00 -0.07 0.06
H -4.27305 1.57512 2.43833 -0.12 0.12 0.07
H -3.96482 2.61083 0.20587 -0.02 0.15 -0.11
H -2.25815 1.69703 -1.32851 0.08 0.02 0.06
H 0.06120 -4.01189 -0.75539 0.13 0.06 -0.02
H -0.21370 -5.45701 1.19320 0.04 -0.14 0.01
H -1.29535 -4.52239 3.27370 0.00 -0.11 0.12
C 6.40280 -0.58260 -1.41062 0.13 0.02 -0.03
C 5.05381 -1.12527 -1.07544 -0.18 -0.01 -0.03
C 4.90691 -2.48216 -0.80266 -0.38 0.12 0.04
C 3.67336 -3.01265 -0.44975 0.16 0.08 -0.10
C 3.51424 -4.48315 -0.24338 0.10 -0.08 0.14
C 2.59112 -2.15827 -0.30976 -0.18 0.47 0.01
C 2.68853 -0.78935 -0.60782 0.84 -0.87 -0.36
C 3.93755 -0.30398 -1.03138 -0.14 -0.03 0.00
N 1.57313 0.04735 -0.51281 -1.83 -0.92 -0.92
C 1.62910 1.11705 0.48888 -0.34 0.73 0.57
C 0.73889 2.28218 0.05037 0.03 -0.13 0.05
C 0.59214 3.31404 1.16606 -0.13 0.17 -0.07
C 0.03888 2.63517 2.41684 0.12 -0.01 -0.06
C 1.02030 1.56765 2.89382 -0.09 -0.14 0.30
C 2.38873 2.17957 3.17003 0.00 -0.02 -0.12
C 2.90987 2.79722 1.87666 0.08 0.16 0.13
C 1.96186 3.91930 1.45931 -0.01 -0.09 -0.04
C 3.01239 1.73844 0.76969 0.06 -0.05 -0.04
C 1.14700 0.49231 1.82022 -0.04 0.07 -0.11
H 6.88669 -1.20235 -2.16150 0.10 0.02 -0.08
H 7.03442 -0.60238 -0.52201 0.05 0.04 0.01
H 6.35453 0.44143 -1.76892 0.02 0.08 -0.05
H 5.76654 -3.12798 -0.86801 0.19 -0.17 -0.04
H 3.98159 -4.79491 0.68706 0.03 -0.11 0.12
H 4.00676 -5.02706 -1.04642 -0.02 -0.13 -0.04
H 2.46510 -4.76530 -0.20925 -0.09 -0.11 0.01
H 1.66811 -2.54303 0.08882 -0.07 -0.01 0.00
H 4.04565 0.72350 -1.33710 -0.01 0.07 0.01
H -0.23728 1.91031 -0.25004 0.03 0.13 -0.03
H 1.21020 2.74283 -0.82029 -0.05 0.00 -0.09
H -0.09780 4.10047 0.84123 0.04 -0.05 -0.02
H -0.92481 2.17339 2.18836 -0.15 -0.01 0.04
H -0.12223 3.37573 3.19730 -0.05 0.07 0.10
H 0.63957 1.10112 3.80691 -0.02 -0.02 -0.03
H 3.07758 1.41727 3.53710 0.02 -0.03 0.07
H 2.30292 2.95409 3.93227 0.06 -0.02 0.10
H 3.91157 3.20657 2.04059 -0.08 -0.07 -0.04
H 2.33947 4.43670 0.57581 0.04 0.07 -0.05
H 1.88196 4.64862 2.26490 0.03 0.10 0.00
H 3.72943 0.97596 1.07123 0.04 -0.01 0.00
H 3.38120 2.23986 -0.12439 0.11 -0.05 -0.13
H 0.18149 0.01254 1.66542 0.05 -0.02 0.06
H 1.86218 -0.27497 2.12421 0.03 -0.09 -0.01
S 1.20303 -4.42622 -3.91658 -0.30 0.85 0.43
C -0.49039 -4.28703 -3.68405 0.06 0.24 0.12
C -0.79420 -3.13746 -3.03416 -0.47 -0.69 -0.36
N 0.29158 -2.36138 -2.71117 0.15 0.36 0.40
C 1.40250 -2.93107 -3.12042 0.54 -0.47 -0.32
H -1.17641 -5.03988 -4.01628 -0.15 -0.19 -0.12
H -1.79756 -2.83669 -2.77153 -0.03 0.04 0.04
H 2.37239 -2.49883 -2.96851 0.22 0.10 0.08
C -0.44654 4.26353 -2.42271 0.08 -0.16 -0.03
C -0.97072 3.47105 -3.60345 0.10 -0.45 0.26
C -2.48626 3.39780 -3.56496 0.04 -0.27 -0.05
C -0.49112 4.08564 -4.90183 0.18 -0.23 -0.14
Sb -0.11612 1.29337 -3.59393 0.08 -0.02 -0.58
C 2.02131 1.41007 -4.37702 -0.58 -0.10 0.28
C 2.07829 1.78811 -5.84135 -0.21 0.04 -0.06
C 2.60768 0.02406 -4.17572 -0.24 -0.02 0.08
C 2.75903 2.41708 -3.51713 -0.22 0.00 0.04
C -1.34230 0.20429 -5.17885 0.32 0.25 0.47
C -2.53412 -0.34244 -4.40260 0.09 0.16 0.07
C -1.79276 1.06900 -6.34179 0.01 0.15 0.09
C -0.48673 -0.92419 -5.73657 0.17 0.13 0.17
H -0.76085 5.30118 -2.53980 -0.10 0.11 -0.03
H 0.64071 4.26536 -2.38653 0.06 0.02 0.10
H -0.84767 3.90117 -1.47900 0.04 -0.01 0.13
H -2.89391 4.39866 -3.70571 0.02 0.16 0.00
H -2.85519 3.03906 -2.60686 -0.11 -0.03 0.03
H -2.88918 2.77727 -4.36029 -0.11 -0.02 0.03
H -1.00691 5.03331 -5.05946 -0.10 0.10 0.07
H -0.70508 3.45888 -5.76318 0.04 0.03 -0.12
H 0.57218 4.30810 -4.86427 0.11 -0.03 -0.08
H 1.46164 1.13666 -6.45253 -0.04 -0.04 -0.15
H 3.10598 1.67256 -6.18470 0.16 0.00 -0.04
H 1.79054 2.81691 -6.02682 -0.07 0.13 -0.02
H 2.17805 -0.69675 -4.86850 -0.03 -0.09 -0.03
H 2.45512 -0.30890 -3.14853 0.11 -0.07 -0.04
H 3.68009 0.06138 -4.36512 0.17 0.00 0.00
H 2.37101 3.42196 -3.65806 0.01 0.16 0.05
H 3.81173 2.42674 -3.79454 0.18 0.01 -0.07
H 2.69270 2.14974 -2.46505 0.03 0.05 0.22
H -3.26929 0.43506 -4.19971 -0.05 0.02 0.12
H -2.20977 -0.76401 -3.44162 -0.19 -0.09 0.02
H -3.03084 -1.12989 -4.96792 -0.08 -0.10 -0.07
H -2.48351 1.85521 -6.05385 -0.03 0.08 -0.02
H -2.31155 0.43728 -7.06345 -0.07 -0.10 -0.08
H -0.94628 1.51401 -6.85901 0.05 0.05 -0.09
H 0.06182 -1.44166 -4.95568 0.09 -0.18 -0.04
H 0.21807 -0.53987 -6.46829 0.16 -0.06 -0.01
H -1.11401 -1.64781 -6.25427 -0.17 -0.09 -0.06
```
Positions in Å, forces in eV/Å.

Total charge: +3
Energy relative to the best compared isomer or geometry (same formula, charge and spin): 34.3 kcal per mole
E_tot: -3180.034450 a.u.
Spin multiplicity: 4
⟨S²⟩: 3.784